1.
A molecular structure, C29H23ClN6NiOTe. Source: the OMol25 dataset; level of theory: ωB97M-V/def2-TZVPD.

Last column: Mulliken charge in e.
Element x y z (Å)
Ni  1.2014  0.8396  0.8484  -0.314
C  3.9022  1.7053  4.0479  -1.301
C  3.0709  1.6878  2.7979  0.982
N  2.1285  0.7987  2.5718  0.387
N  1.8110  -0.1801  3.4773  -0.783
C  0.8375  -0.9066  2.9540  0.147
O  0.2895  -0.7521  1.8123  -0.918
C  0.3280  -2.0310  3.8075  0.472
C  -0.6622  -2.8645  3.2934  -0.464
C  -1.1606  -3.9164  4.0511  -0.608
C  -0.6784  -4.1471  5.3323  -0.304
C  0.3105  -3.3163  5.8503  -0.615
C  0.8093  -2.2680  5.0943  -0.186
C  3.2387  2.6447  1.7647  0.160
C  4.2039  3.6852  1.8185  -0.846
C  4.3123  4.5918  0.8036  -0.368
C  3.4429  4.4855  -0.3114  -0.981
C  2.5292  3.4516  -0.3102  0.379
N  2.3927  2.5404  0.6554  0.012
H  3.5633  0.9095  4.7082  0.323
H  4.9635  1.5479  3.8306  0.251
H  3.8179  2.6594  4.5766  0.261
H  -1.0271  -2.6634  2.2949  0.379
H  -1.9282  -4.5579  3.6339  0.387
H  -1.0702  -4.9654  5.9266  0.342
H  0.6948  -3.4893  6.8498  0.346
H  1.5789  -1.6126  5.4802  0.418
H  4.8587  3.7477  2.6789  0.261
H  5.0532  5.3826  0.8558  0.369
H  3.4829  5.1737  -1.1443  0.406
H  1.8490  3.3439  -1.1484  0.159
Te  -1.8890  -2.8475  -1.0062  0.198
C  -3.6714  -3.2805  -2.0448  0.007
C  -4.7457  -3.8558  -1.3684  -0.424
C  -5.8928  -4.2415  -2.0512  -0.474
C  -5.9917  -4.0345  -3.4185  -0.327
C  -4.9359  -3.4378  -4.0963  -0.574
C  -3.7841  -3.0706  -3.4172  -0.212
H  -4.6867  -3.9975  -0.2961  0.316
H  -6.7163  -4.6914  -1.5078  0.329
H  -6.8884  -4.3272  -3.9526  0.337
H  -5.0064  -3.2604  -5.1632  0.334
H  -2.9673  -2.6029  -3.9514  0.343
N  -0.1485  -0.7430  -1.6206  -0.310
C  -1.3625  -0.9655  -1.9373  0.417
N  -2.3674  -0.4498  -2.6329  -0.603
C  -2.2640  0.4506  -3.5766  0.652
N  -2.3340  1.2140  -4.4540  -0.751
Cl  2.6232  0.4704  -3.7166  -0.264
C  1.3889  1.6931  -3.5239  0.836
C  1.3771  2.7408  -4.4291  -0.627
C  0.4185  3.7337  -4.3072  -0.440
C  -0.5193  3.6647  -3.2896  -0.613
C  -0.4859  2.6083  -2.3977  0.267
C  0.4690  1.6006  -2.4861  -0.006
C  0.5264  0.5107  -1.4312  -1.641
H  2.1188  2.7714  -5.2158  0.383
H  0.4029  4.5537  -5.0144  0.359
H  -1.2901  4.4187  -3.2018  0.322
H  -1.2123  2.5531  -1.5954  0.348
H  0.1072  1.0343  -0.5257  0.483
H  1.5834  0.2632  -1.2721  0.578

Its spin multiplicity is 3. As for the net charge: -2. For the orbital gap (alpha / beta), the calculation gives 3.9 / 5.8 eV.


2.
2 unconnected molecules or ions with the total composition C2H8OS2. Source: the OMol25 dataset; level of theory: ωB97M-V/def2-TZVPD.

Last column: Mulliken charge in e.
Element x y z (Å)
S  0.1567  3.2351  1.2259  -0.187
C  0.4061  1.4357  0.9167  -0.615
C  -0.4790  0.9387  -0.2395  -0.463
S  -0.6061  -0.8882  -0.3484  -0.228
H  0.9057  3.5247  0.1407  0.130
H  1.4804  1.2148  0.7664  0.317
H  0.0565  0.8357  1.7788  0.316
H  -1.3880  1.5643  -0.1511  0.352
H  -0.0037  1.1712  -1.2118  0.293
H  -0.8998  -1.1990  0.9321  0.113
O  0.4549  -4.1055  -1.4289  -0.627
H  -0.2265  -4.5521  -0.8771  0.316
H  0.1427  -3.1754  -1.5040  0.282

For the orbital gap, the calculation gives 10.1 eV. The structure (SMILES) is SCCS.O.


3.
C4H7NS in the gas phase. Source: the OMol25 dataset; level of theory: ωB97M-V/def2-TZVPD.

Last column: Mulliken charge in e.
Element x y z (Å)
C  -0.6311  2.0436  -0.3114  -0.637
C  -0.9924  0.9774  0.4042  -0.490
C  -0.7104  -0.4290  0.0406  0.983
C  -1.9551  -1.2811  -0.1010  -1.071
N  0.4220  -0.9922  -0.1328  -0.538
S  1.9120  -0.2163  0.0356  -0.129
H  -0.9063  3.0708  -0.0141  0.266
H  -0.0436  1.8965  -1.2210  0.296
H  -1.6513  1.1308  1.2618  0.257
H  -1.6907  -2.3201  -0.3350  0.320
H  -2.6163  -0.8682  -0.8580  0.301
H  -2.5088  -1.3079  0.8298  0.315
H  1.6050  0.9379  0.5025  0.129

For the orbital gap, the calculation gives 9.4 eV. The structure (SMILES) is C=C/C(C)=N\S.


4.
A molecular structure, C7H11Br9O2S. Source: the OMol25 dataset; level of theory: ωB97M-V/def2-TZVPD.

Last column: Mulliken charge in e.
Element x y z (Å)
C  -12.8178  1.6658  18.9606  -0.315
Br  -14.6399  2.2141  18.6981  0.007
Br  -11.6219  2.9506  18.2649  0.014
Br  -12.4388  -0.0532  18.0472  -0.029
H  -12.6954  1.4998  20.0309  0.326
C  -20.2953  4.0724  17.9363  -0.350
Br  -19.5259  5.6896  17.2626  0.019
Br  -20.8569  3.0957  16.2467  -0.027
Br  -21.9512  4.4238  19.2122  -0.049
H  -19.5103  3.4642  18.3858  0.407
C  -15.4893  3.6634  13.8413  -0.318
Br  -16.1490  1.8030  14.1030  -0.028
Br  -17.0894  4.6754  13.2286  -0.029
Br  -14.0450  3.7680  12.6883  0.031
H  -15.2485  4.0486  14.8321  0.342
C  -6.4368  2.7201  25.3382  -0.560
C  -6.0333  3.9795  24.6825  -0.576
C  -7.0380  4.2640  23.6065  -0.739
S  -8.6867  3.6753  24.3167  1.030
O  -9.3498  2.6667  23.4880  -0.615
O  -9.4168  4.8195  24.8542  -0.635
C  -7.8931  2.8305  25.8267  -0.683
H  -5.6322  2.4386  26.0175  0.331
H  -6.2640  1.8298  24.7334  0.317
H  -5.0364  3.9647  24.2421  0.342
H  -6.0329  4.8652  25.3178  0.284
H  -6.8307  3.4762  22.8823  0.336
H  -7.0702  5.1577  22.9834  0.437
H  -8.5317  1.9687  26.0207  0.402
H  -8.1233  3.5606  26.6025  0.327

For the orbital gap, the calculation gives 9.4 eV.